Molecular formula: C4H15NO5
Method: DFT, ωB97M-V/def2-TZVPD

Values from the calculation:
ΔE to the lowest compared entry with this formula, charge and spin   0.000 eV
LUMO (alpha / beta)   3.31 / 3.19 eV
E_HOMO (alpha / beta)   0.3617 / -6.6270 eV
Net charge   -1
2S+1   2

Last columns: bonded neighbours and bond lengths (Å).
Atoms and positions in Å:
1 C 1.307 -0.003 -0.276  C2 1.515, C4 1.515, H8 1.101, H9 1.093
2 C 2.151 -1.112 0.317  C1 1.515, O3 1.418, H10 1.116, H11 1.135
3 O 3.257 -1.358 -0.537  C2 1.418, H12 0.957
4 C -0.013 0.076 0.464  C1 1.515, N5 1.392, O7 1.214
5 N -1.033 -0.409 -0.350  C4 1.392, C6 1.446, H13 1.010
6 C -2.462 -0.334 -0.147  N5 1.446, H14 1.101, H15 1.106, H16 1.104
7 O -0.268 0.418 1.601  C4 1.214
8 H 1.800 0.977 -0.376  C1 1.101
9 H 1.279 -0.303 -1.327  C1 1.093
10 H 1.524 -2.010 0.532  C2 1.116
11 H 2.586 -0.896 1.342  C2 1.135
12 H 3.691 -0.520 -0.694  O3 0.957
13 H -0.716 -0.603 -1.290  N5 1.010
14 H -2.695 -0.086 0.901  C6 1.101
15 H -2.826 0.572 -0.668  C6 1.106
16 H -2.918 -1.232 -0.600  C6 1.104
17 H -1.529 3.235 1.100  O19 0.965
18 H -1.177 3.568 -0.289  O19 0.977
19 O -1.921 3.193 0.220  H17 0.965, H18 0.977
20 H 0.251 1.542 -3.800  O22 0.969
21 H -0.362 1.987 -2.343  O22 0.973
22 O -0.017 1.274 -2.908  H20 0.969, H21 0.973
23 H -0.779 -2.141 1.277  O25 0.976
24 H -0.400 -1.703 2.703  O25 0.971
25 O -0.593 -2.491 2.169  H23 0.976, H24 0.971

Computed Mulliken charges, given in elementary charges:
1. C -1.5151
2. C -0.4186
3. O -0.4450
4. C 0.6636
5. N -0.3606
6. C -1.2502
7. O -0.4895
8. H 0.4721
9. H 0.2336
10. H 0.2579
11. H 0.1884
12. H 0.3409
13. H 0.4590
14. H 0.2694
15. H 0.5058
16. H 0.3261
17. H 0.2529
18. H 0.4517
19. O -0.9929
20. H 0.2547
21. H 0.0313
22. O -0.2597
23. H 0.3339
24. H 0.3309
25. O -0.6404